[1]
Density functional theory data (ωB97M-V/def2-TZVPD) for C34H40N4O4PS2Zn as an isolated structure in a non-equilibrium geometry.

Net charge: -1
E_LUMO: 2.2 eV
Frontier orbital gap: 0.24426 hartree

Each line ends with the Mulliken charge.
Cartesian coordinates (Å):
Zn -0.389 -1.694 -0.103  1.9599
N 3.700 -0.850 1.481  -0.0678
C 4.672 -0.734 0.410  -0.1303
C 5.648 0.179 0.528  -0.3371
C 6.616 0.244 -0.462  -0.6478
C 6.534 -0.562 -1.570  -0.6588
C 5.429 -1.442 -1.698  -0.7188
C 4.456 -1.498 -0.717  0.7878
S 2.953 -2.363 -1.010  -0.2178
N 2.000 -1.926 0.292  -0.3747
C 2.434 -1.284 1.314  0.5185
C 1.599 -1.237 2.580  0.1097
C 2.168 -1.058 3.836  -0.7892
C 1.319 -1.011 4.929  -0.7238
C -0.055 -1.137 4.771  -0.9142
C -0.494 -1.347 3.460  0.1530
N 0.289 -1.355 2.406  0.4595
H 3.885 -0.270 2.306  0.2426
H 5.641 0.898 1.340  0.3447
H 7.344 1.045 -0.402  0.3659
H 7.306 -0.527 -2.324  0.4090
H 5.287 -1.962 -2.644  0.3894
H 3.250 -0.946 3.988  0.4951
H 1.730 -0.975 5.956  0.3640
H -0.811 -1.181 5.527  0.5135
H -1.599 -1.451 3.309  -0.0985
C -3.524 -2.116 1.645  -1.4520
C -4.081 -1.917 0.238  0.7072
C -5.489 -1.368 0.324  -1.6987
P -2.739 -1.199 -0.833  0.2250
C -3.006 -1.619 -2.596  0.4403
C -4.420 -1.503 -3.107  -1.4288
C -1.936 -0.757 -3.335  -1.1932
C -2.653 0.560 -0.739  0.1436
C -3.761 1.386 -1.011  -0.6233
C -3.710 2.760 -0.987  0.6489
C -4.882 3.681 -1.256  -1.6963
C -2.455 3.335 -0.808  -1.3175
C -1.394 2.550 -0.506  -0.5648
C -1.400 1.119 -0.370  -0.8383
N -0.291 0.419 -0.010  1.7851
C 0.915 1.163 0.093  -0.3741
C 1.834 1.221 -0.999  0.7763
C 1.469 0.469 -2.233  -1.6384
C 2.958 2.028 -0.944  -0.6720
C 3.294 2.741 0.221  0.6047
C 4.501 3.634 0.301  -1.8865
C 2.412 2.621 1.310  -1.2921
C 1.231 1.875 1.255  2.0083
C 0.277 1.966 2.384  -2.0148
H -4.226 -2.717 2.227  0.4897
H -3.417 -1.116 2.064  0.3122
H -2.559 -2.620 1.582  0.1089
H -4.096 -2.911 -0.245  0.5047
H -5.520 -0.410 0.849  0.3532
H -6.154 -2.049 0.840  0.4837
H -5.978 -1.165 -0.680  0.2634
H -2.728 -2.654 -2.553  0.7629
H -4.835 -0.463 -3.103  0.1640
H -5.077 -2.180 -2.580  0.3646
H -4.393 -1.836 -4.185  0.4370
H -1.943 0.283 -3.017  0.1712
H -2.012 -0.766 -4.381  0.6388
H -0.917 -1.147 -3.085  -0.0288
H -4.708 0.903 -1.209  0.3102
H -4.560 4.548 -1.836  0.3696
H -5.357 4.104 -0.326  0.2722
H -5.639 3.131 -1.778  0.3745
H -2.295 4.438 -0.919  0.2625
H -0.439 3.014 -0.347  0.4801
H 1.220 -0.572 -2.068  0.0059
H 2.317 0.547 -2.919  0.5080
H 0.559 0.988 -2.634  0.2353
H 3.586 2.091 -1.825  0.3208
H 5.203 3.340 -0.388  0.4832
H 4.928 3.567 1.306  0.4126
H 4.271 4.713 0.137  0.3185
H 2.613 3.136 2.234  0.3806
H -0.216 2.946 2.419  0.4773
H 0.732 1.888 3.343  0.5758
H -0.529 1.196 2.225  -0.1159
O -1.711 -4.552 -1.495  -0.7517
S -0.385 -4.239 -0.952  1.2088
O -0.583 -3.694 0.484  -0.7489
O 0.194 -3.049 -1.716  -0.7342
O 0.595 -5.300 -1.009  -0.7533

Forces on atoms 1 to 6 (eV/Å):
0.161 -0.327 -0.010
1.825 0.940 0.216
-2.816 -0.627 1.737
1.081 0.771 0.060
0.329 0.903 -0.128
-0.622 -0.899 0.076

[2]
Density functional theory data (ωB97M-V/def2-TZVPD) for a 2-piece molecular cluster, N3O3 overall in a non-equilibrium geometry.

Net charge: -1
E_LUMO: 4.3 eV
ΔE to the lowest compared entry with this formula, charge and spin: 45.68 kcal/mol
Frontier orbital gap: 0.26433 hartree

Each line ends with the natural charge from an NBO analysis.
Cartesian coordinates (Å):
N 0.917 0.715 1.037  -0.0466
N -0.873 0.093 -1.552  0.2100
N 0.472 -0.241 1.479  0.4176
O 0.138 -0.692 -1.322  -0.6327
O -0.685 1.337 -1.641  -0.5684
O 0.032 -1.212 1.998  -0.3800

Forces on the atoms, in the same order (eV/Å):
-1.440 -3.116 1.469
0.890 -0.435 0.190
1.627 3.397 -1.245
-1.508 2.085 -0.519
0.556 -1.738 0.226
-0.125 -0.194 -0.121

[3]
Density functional theory data (ωB97M-V/def2-TZVPD) for a 6-piece molecular cluster, CH15NO5 overall in a non-equilibrium geometry.

Net charge: 0
E_LUMO: 0.2 eV
ΔE to the lowest compared entry with this formula, charge and spin: 45.08 kcal/mol
Frontier orbital gap: 0.34121 hartree

Each line ends with the natural charge from an NBO analysis.
Cartesian coordinates (Å):
C -1.751 -2.726 1.557  -0.4098
N -0.301 -2.672 1.729  -0.8453
H -2.001 -1.923 0.886  0.1764
H -2.191 -2.508 2.526  0.1789
H -2.092 -3.663 1.296  0.1965
H 0.138 -2.903 0.860  0.3496
H -0.013 -1.834 2.110  0.3535
O 1.548 2.675 -3.156  -0.9753
H 2.312 3.238 -3.439  0.4882
H 1.819 1.730 -3.265  0.5017
O 3.915 0.965 -3.520  -0.9407
H 4.833 0.874 -3.181  0.4759
H 3.897 0.165 -3.989  0.4665
O 0.205 4.250 -1.212  -0.9692
H 0.608 3.665 -1.893  0.4992
H 0.633 3.936 -0.381  0.4533
O -3.032 -5.576 3.430  -0.9255
H -2.383 -6.205 3.483  0.4607
H -2.594 -4.769 3.574  0.4648
O -1.195 2.591 1.592  -0.9402
H -0.357 2.702 1.833  0.4564
H -1.527 3.319 1.059  0.4843

Forces on atoms 1 to 6 (eV/Å):
1.329 2.520 1.368
-0.821 -3.010 -0.286
-1.025 0.017 -0.541
-0.264 0.162 0.123
-0.589 -1.958 -0.995
0.524 0.292 -0.186

[4]
Density functional theory data (ωB97M-V/def2-TZVPD) for one molecule with the formula C4H8OS in a non-equilibrium geometry.

Net charge: 0
E_LUMO: 0.8 eV
ΔE to the lowest compared entry with this formula, charge and spin: 22.13 kcal/mol
Frontier orbital gap: 0.37903 hartree

Each line ends with the natural charge from an NBO analysis.
Cartesian coordinates (Å):
C -1.357 0.064 -1.512  -0.5957
C -0.237 0.359 -0.523  -0.4333
C -0.566 -0.107 0.877  -0.5185
S 0.680 0.221 2.137  0.1693
C 2.301 -0.104 1.262  0.2806
O 2.588 -0.493 0.124  -0.5416
H -1.590 -0.976 -1.543  0.2053
H -2.259 0.593 -1.361  0.2015
H -1.028 0.308 -2.616  0.2097
H 0.059 1.342 -0.553  0.2085
H 0.582 -0.336 -0.720  0.2394
H -1.456 0.362 1.314  0.2174
H -0.719 -1.193 1.036  0.2211
H 3.002 -0.039 2.078  0.1361

Forces on atoms 1 to 6 (eV/Å):
1.589 0.464 -2.539
-0.707 -3.610 0.044
-1.009 -0.285 1.460
1.968 0.204 -1.356
-1.054 -1.415 -1.589
-1.015 1.269 3.058

- The highest frontier orbital gap belongs to which entry?
  C4H8OS

- Which of these has the lowest frontier orbital gap?
  C34H40N4O4PS2Zn

- Which formula does entry 2 have?
  N3O3